{
  "formula": "H6N2Si",
  "method": "ωB97M-V/def2-TZVPD",
  "lumo_energy_ev": [-0.740, -0.740],
  "gap_ev": [6.8, 6.8],
  "multiplicity": 1,
  "total_energy_ev": -10949.884,
  "symbols": ["H", "H", "H", "N", "H", "N", "H", "Si", "H"],
  "positions_angstrom": [[0.58287, -1.03709, 0.82438], [-1.62498, 0.96612, 0.65828], [-0.27703, 2.71928, -0.38539], [0.23322, -0.19549, -0.84075], [0.92369, -0.17104, 1.79357], [0.38809, -1.35926, -0.11654], [-0.43728, -1.99661, -0.10042], [-0.50656, 1.24059, -0.14610], [0.71798, -0.16651, -1.68704]],
  "atomic_forces_ev_per_a": [[0.5, 0.2, 1.6], [-1.2, -0.2, 0.5], [0.1, -1.0, -0.5], [-2.4, 2.1, 0.4], [-0.6, 1.3, -0.3], [-0.8, -1.6, -1.5], [0.6, 1.1, -0.2], [2.8, -1.9, 1.1], [1.1, 0.0, -1.2]],
  "mulliken_charge": [-0.296, -0.034, -0.036, 0.005, 0.269, -0.652, 0.238, 0.248, 0.259]
}